A cluster of 3 separate species, C39H79F4N12O6P2 in total, computed with the ωB97M-V functional and the def2-TZVPD basis.

Summary:
electronic energy	-3723.78363	Ha
largest force on an atom	5.74	eV/A
net charge	+1

The geometry in XYZ format:
```
142
Properties=species:S:1:pos:R:3:forces:R:3:lowdin_charge:R:1
C -1.355 5.252 -6.687 0.18 -0.12 -0.48 0.01
C -0.639 6.159 -5.715 -0.63 0.10 0.14 -0.53
O -1.251 6.791 -4.905 0.24 0.22 -0.02 0.14
O 0.729 6.224 -5.770 -0.02 -0.41 0.18 -0.02
C 1.308 4.941 -5.466 -0.01 -0.17 -0.05 -0.19
C 2.607 5.110 -4.676 -0.15 0.19 -0.14 -0.15
C 2.686 4.223 -3.423 0.40 0.01 -1.03 -0.19
C 2.521 2.739 -3.791 -0.18 0.31 0.33 -0.17
C 2.832 1.748 -2.622 0.29 1.15 -0.22 -0.11
C 1.653 0.855 -2.195 -0.70 -0.09 -1.56 -0.14
C 1.851 -0.702 -2.235 1.05 -1.18 0.39 -0.35
C 3.146 -1.127 -2.990 -0.19 1.13 0.15 -0.08
C 3.251 -0.754 -4.455 0.70 -0.31 -0.12 -0.26
O 4.313 -0.791 -5.017 -0.08 0.10 -0.06 0.08
C 0.685 -1.418 -2.950 0.32 0.15 0.04 -0.06
C 0.778 -2.939 -3.166 -1.29 -1.80 -0.38 -0.63
N 1.433 -3.310 -4.413 0.74 0.83 0.54 0.10
N -0.642 -3.375 -3.299 0.09 0.96 -0.08 0.06
N 1.371 -3.695 -2.062 0.09 0.44 -0.07 0.11
N 2.104 -1.199 -0.875 -0.43 0.31 0.16 0.06
C 2.738 -0.226 -0.030 -0.92 0.00 -0.29 -0.15
C 3.248 -0.957 1.211 1.14 -1.06 -0.96 -0.57
F 4.177 -1.835 0.769 -0.10 0.20 0.20 0.14
F 3.869 -0.166 2.082 -0.47 0.15 0.24 0.18
F 2.317 -1.698 1.826 -0.23 0.46 0.22 0.16
C 1.881 1.055 0.230 0.61 0.75 0.91 -0.12
C 1.274 1.211 1.636 0.22 -0.19 0.02 -0.01
C 2.091 2.072 2.583 -0.69 -0.09 0.61 -0.48
O 1.665 2.430 3.623 0.20 0.07 0.05 0.19
F 3.325 2.418 2.192 0.05 0.05 -0.41 0.12
N 0.927 1.342 -0.924 0.97 -0.54 0.03 -0.08
C -0.385 0.662 -0.751 -1.52 -0.87 0.14 -0.18
N -1.336 0.888 -1.815 0.24 0.33 0.23 0.07
C 0.697 2.840 -1.065 -0.98 1.01 -0.36 -0.05
C -0.290 3.515 -0.144 0.24 0.00 0.75 -0.22
C 0.228 4.174 0.970 0.47 -0.08 -0.04 -0.05
C -0.572 4.848 1.867 -0.26 0.18 0.36 -0.01
C -1.952 4.902 1.693 0.24 0.12 -0.23 -0.25
C -2.856 5.591 2.668 -0.14 -0.66 0.20 -0.03
C -2.469 4.280 0.559 -0.28 0.16 0.27 -0.02
C -1.664 3.607 -0.336 -0.13 -0.25 -0.59 -0.03
H -0.753 4.968 -7.550 0.12 -0.01 0.12 0.09
H -1.700 4.349 -6.183 0.08 0.02 0.09 0.09
H -2.244 5.759 -7.055 0.00 0.10 0.13 0.09
H 0.580 4.373 -4.874 0.04 0.05 0.09 0.11
H 1.474 4.366 -6.381 -0.03 0.12 -0.07 0.13
H 2.684 6.161 -4.397 -0.03 -0.04 0.08 0.13
H 3.456 4.908 -5.333 0.03 -0.07 0.06 0.12
H 3.704 4.357 -3.046 -0.18 0.05 0.45 0.12
H 1.944 4.584 -2.712 0.10 -0.10 0.19 0.11
H 1.511 2.591 -4.186 0.02 -0.21 0.02 0.10
H 3.204 2.555 -4.623 -0.02 -0.17 0.01 0.12
H 3.711 1.211 -2.962 -0.21 -0.46 0.30 0.11
H 3.221 2.384 -1.823 -0.09 -0.29 0.26 0.11
H 0.914 1.029 -2.979 -0.10 0.05 0.15 0.12
H 3.331 -2.185 -2.830 -0.34 -0.13 -0.23 0.13
H 3.995 -0.644 -2.500 0.10 -0.13 -0.09 0.12
H 2.369 -0.427 -5.044 -0.21 -0.03 0.27 0.13
H -0.281 -1.247 -2.482 0.16 0.10 0.18 0.08
H 0.602 -0.960 -3.938 -0.15 0.03 0.02 0.12
H 1.282 -2.618 -5.134 -0.25 -0.23 -0.18 0.07
H 1.112 -4.217 -4.721 0.06 -0.01 -0.12 0.09
H -1.185 -3.117 -2.483 -0.04 -0.30 0.06 0.07
H -0.686 -4.375 -3.447 -0.08 -0.03 0.08 0.08
H 2.227 -4.158 -2.345 0.09 0.04 0.21 0.08
H 0.717 -4.391 -1.741 0.12 -0.12 0.06 0.07
H 1.354 -1.731 -0.458 0.12 -0.16 -0.01 0.12
H 3.642 0.090 -0.555 0.08 0.08 0.19 0.16
H 2.588 1.881 0.164 -0.05 -0.02 -0.17 0.14
H 1.154 0.262 2.164 -0.02 -0.05 -0.14 0.14
H 0.295 1.680 1.672 0.02 0.03 -0.23 0.12
H -0.257 -0.411 -0.621 0.53 0.08 -0.12 0.13
H -0.855 0.964 0.186 0.50 0.59 0.02 0.13
H -1.078 1.504 -2.566 -0.08 -0.08 -0.09 0.08
H -1.841 0.072 -2.112 0.15 -0.02 -0.22 0.09
H 0.379 3.002 -2.096 0.04 -0.20 -0.02 0.13
H 1.622 3.393 -0.949 0.31 -0.53 -0.02 0.12
H 1.302 4.171 1.143 -0.02 0.04 -0.05 0.12
H -0.135 5.341 2.727 0.10 -0.03 -0.06 0.13
H -3.637 6.160 2.167 0.10 0.15 0.02 0.09
H -3.372 4.806 3.231 -0.12 0.14 0.05 0.09
H -2.318 6.193 3.396 0.03 0.16 -0.16 0.08
H -3.539 4.337 0.395 0.03 -0.06 -0.13 0.13
H -2.129 3.161 -1.205 0.03 -0.05 0.03 0.10
O -6.508 4.110 3.794 2.04 -2.44 -1.01 -0.32
P -7.130 2.904 4.467 -4.26 2.67 2.78 0.71
N -8.665 2.814 3.689 -0.12 -0.23 0.32 -0.34
C -9.556 3.965 3.735 0.06 0.35 0.12 -0.11
C -8.525 2.352 2.313 0.25 -0.28 0.00 -0.15
N -7.176 3.544 6.060 0.47 0.42 0.04 -0.33
C -8.391 3.783 6.804 -0.12 -0.53 0.22 -0.14
C -6.160 4.533 6.393 -0.09 0.29 -0.28 -0.14
N -7.248 1.270 5.166 1.76 -0.50 -1.90 -0.30
C -6.026 0.475 4.971 0.19 0.26 0.28 -0.14
C -8.419 0.416 5.019 -0.29 0.02 -0.39 -0.13
H -10.475 3.729 3.194 0.08 -0.10 -0.08 0.08
H -9.117 4.864 3.287 0.01 -0.01 -0.03 0.09
H -9.856 4.195 4.754 0.12 -0.01 0.00 0.06
H -7.886 1.462 2.271 0.00 0.04 0.01 0.07
H -8.078 3.117 1.666 -0.02 -0.01 -0.01 0.08
H -9.499 2.069 1.908 -0.03 0.04 0.06 0.09
H -8.843 4.750 6.547 -0.02 0.00 0.04 0.08
H -8.180 3.789 7.877 0.05 0.03 -0.02 0.08
H -9.128 2.995 6.643 0.01 0.00 -0.13 0.07
H -6.425 5.540 6.042 0.07 0.02 0.04 0.08
H -5.200 4.269 5.954 -0.03 0.03 -0.04 0.06
H -6.024 4.568 7.476 -0.14 -0.08 0.02 0.08
H -5.909 0.142 3.933 0.02 -0.13 0.03 0.07
H -6.031 -0.404 5.617 -0.07 0.03 0.03 0.08
H -5.148 1.071 5.239 -0.04 0.01 -0.03 0.08
H -8.544 0.006 4.010 -0.06 -0.04 0.02 0.08
H -9.328 0.937 5.297 0.04 0.12 -0.09 0.07
H -8.304 -0.424 5.710 0.20 0.05 -0.02 0.09
O 3.911 -6.044 -0.756 2.41 1.75 -0.98 -0.32
P 5.029 -6.701 0.025 -2.77 -3.86 2.64 0.71
N 4.934 -8.318 -0.569 0.07 -0.20 0.42 -0.34
C 3.691 -9.061 -0.430 -0.30 0.11 0.09 -0.12
C 5.401 -8.391 -1.949 0.29 0.22 -0.02 -0.14
N 4.398 -6.481 1.604 -0.19 0.53 -0.13 -0.32
C 4.010 -7.564 2.475 0.43 -0.15 0.27 -0.14
C 3.565 -5.302 1.792 -0.24 -0.05 -0.22 -0.15
N 6.656 -6.938 0.678 0.45 1.65 -1.91 -0.29
C 7.571 -5.833 0.343 -0.20 0.25 0.29 -0.13
C 7.372 -8.206 0.620 -0.03 -0.34 -0.29 -0.13
H 3.816 -10.057 -0.859 0.09 0.06 -0.09 0.08
H 2.844 -8.577 -0.933 0.00 0.00 -0.03 0.08
H 3.432 -9.214 0.614 0.01 0.11 0.00 0.05
H 6.357 -7.867 -2.058 -0.06 0.02 -0.01 0.07
H 4.689 -7.937 -2.648 0.01 -0.02 -0.01 0.08
H 5.569 -9.431 -2.237 -0.04 -0.02 0.07 0.09
H 2.992 -7.917 2.263 0.01 -0.02 0.04 0.08
H 4.038 -7.236 3.518 -0.02 0.05 -0.03 0.08
H 4.698 -8.408 2.403 0.01 0.00 -0.14 0.08
H 2.534 -5.454 1.441 -0.01 0.07 0.02 0.08
H 3.983 -4.454 1.256 -0.10 -0.01 -0.06 0.05
H 3.533 -5.028 2.850 0.07 -0.19 0.05 0.08
H 7.871 -5.849 -0.710 0.12 0.00 0.02 0.08
H 8.469 -5.877 0.960 -0.03 -0.07 0.04 0.08
H 7.084 -4.873 0.543 -0.02 -0.03 -0.03 0.08
H 7.724 -8.468 -0.384 0.04 -0.05 0.04 0.08
H 6.767 -9.022 0.999 -0.10 0.06 -0.08 0.07
H 8.246 -8.121 1.271 -0.02 0.21 -0.04 0.09
```
Forces are in eV/Å.